{"formula": "C16H28N2O6S", "method": "wB97M-V/def2-TZVPD", "elements": ["C", "C", "C", "H", "H", "O", "C", "O", "C", "H", "C", "C", "C", "C", "C", "N", "C", "O", "O", "C", "H", "H", "H", "H", "H", "C", "N", "C", "O", "O", "C", "H", "H", "H", "H", "C", "H", "H", "S", "H", "H", "H", "H", "H", "H", "H", "H", "H", "H", "H", "H", "H", "H"], "xyz": [[-7.831146, -1.350296, 0.363712], [-7.879173, 0.112127, -0.088388], [-6.714280, 0.712511, -0.970653], [-6.687604, -0.047555, -1.851182], [-7.020386, 1.478080, -1.408837], [-5.709718, 0.540962, -0.147623], [-4.814733, -0.411809, -0.334011], [-4.841715, -1.064067, -1.514813], [-3.599827, -0.133455, 0.345596], [-3.271107, 0.854643, 0.534851], [-2.407491, -0.770536, -0.025766], [-1.348648, -0.996239, 0.902193], [-0.631946, 0.058007, 1.361869], [0.024630, 1.127531, 0.395749], [1.195912, 0.345890, -0.424312], [1.907414, -0.456605, 0.755751], [2.567374, -1.755701, 0.273268], [2.222775, -2.215963, -0.727397], [3.503919, -1.950311, 1.077908], [3.961081, -3.264581, 0.956551], [4.703125, -3.482337, 1.508615], [3.121157, -4.008506, 1.026711], [4.432248, -3.178516, -0.100935], [2.363562, 0.093458, 1.578147], [0.874989, -0.166349, -1.316002], [2.142818, 1.516492, -0.935746], [3.331351, 0.830388, -1.449382], [4.416795, 0.782295, -0.723772], [4.498095, 0.846339, 0.580385], [5.272457, -0.125991, -1.385754], [6.443188, -0.390307, -0.858814], [6.170322, -0.976990, 0.032399], [6.929879, -1.185260, -1.450815], [7.071777, 0.225647, -0.673579], [3.254505, 0.522631, -2.358028], [2.259794, 2.774484, 0.179645], [2.463522, 3.553677, -0.459695], [2.991990, 2.330728, 1.126049], [0.595378, 2.706321, 1.015418], [1.384717, 2.036120, -1.677414], [-0.648955, 1.209769, -0.252255], [-1.572741, 0.930194, 2.161941], [-0.009694, -0.002655, 2.278756], [-1.695658, -1.747494, 1.906972], [-0.550144, -1.652407, 0.525493], [-2.540525, -2.035191, -0.317004], [-1.874498, -0.633620, -0.917025], [-3.741402, -0.666102, 1.458065], [-8.928367, 0.365243, -0.750884], [-8.212912, 0.790857, 0.873278], [-8.709354, -1.636795, 0.814952], [-7.788338, -1.916675, -0.670470], [-6.793469, -1.447157, 0.768625]], "forces_ev_per_angstrom": [[3.48, 0.93, -5.19], [-5.56, 3.40, -0.24], [-3.94, -11.51, 1.14], [0.40, 1.09, 1.34], [-1.30, 8.01, -2.67], [4.25, 1.19, 2.97], [-0.41, -0.54, -10.30], [0.09, 1.94, 6.58], [-0.06, -1.88, 6.03], [-1.17, 1.62, 0.28], [1.20, -8.45, -3.67], [0.06, -6.53, 3.70], [1.12, 10.01, 6.70], [4.85, -4.46, 2.97], [1.71, 2.97, 5.21], [0.36, -1.26, -2.49], [-3.36, 9.13, 2.27], [-0.98, -3.10, -3.52], [2.22, -1.54, 3.58], [-3.49, 0.02, -6.89], [5.01, -1.10, 4.77], [0.94, 0.70, -0.22], [-0.88, -1.41, 1.31], [-0.94, -1.27, -2.56], [-0.17, -1.04, 0.42], [-3.14, 0.47, 1.18], [-2.18, 4.16, 1.48], [1.68, -5.22, 5.56], [0.40, 1.42, -5.38], [-3.87, 3.90, -2.78], [-4.15, -11.39, 0.54], [0.92, 0.33, 0.68], [-0.18, 0.47, -0.35], [7.23, 8.52, 2.19], [0.57, -0.87, -2.17], [0.57, -7.18, 2.87], [0.63, 2.39, -0.40], [-1.41, 2.21, -3.42], [0.33, 0.43, -0.22], [2.24, -1.01, 0.35], [-5.69, 1.75, -5.52], [2.01, -1.91, -2.25], [-0.16, -0.82, -0.97], [0.62, 2.32, -2.58], [-0.43, -0.36, -0.74], [-0.74, 3.37, 0.61], [-0.08, 1.63, -2.00], [0.00, 1.74, -2.06], [2.59, -1.11, 1.50], [1.55, -1.25, -2.13], [-1.37, -0.73, 1.81], [-0.01, 0.55, 2.03], [-1.35, -0.75, 0.65]], "nbo_charge": [-0.63, -0.38, -0.08, 0.21, 0.19, -0.47, 0.77, -0.62, -0.52, 0.27, -0.39, -0.44, -0.28, -0.36, -0.04, -0.75, 0.93, -0.61, -0.47, -0.24, 0.18, 0.19, 0.19, 0.43, 0.23, -0.06, -0.61, 0.87, -0.67, -0.52, -0.20, 0.16, 0.18, 0.16, 0.42, -0.54, 0.22, 0.29, 0.20, 0.21, 0.17, 0.08, 0.24, 0.19, 0.24, 0.21, 0.23, 0.23, 0.18, 0.19, 0.23, 0.21, 0.21], "e_homo_ev": -8.60, "e_above_lowest_kcal_mol": 383.6, "lumo_ev": 0.462, "mol_weight_da": 376.47, "total_energy_ha": -1585.09670, "max_force_ev_per_a": 12.215, "gap_ev": 9.06}